# 1
Density functional theory data (ωB97M-V with the def2-TZVPD basis set) for 8 unconnected molecules or ions with the total composition C35H56BO34PS8 in a non-equilibrium geometry.

Cartesian coordinates (Å):
C (0.0130, 5.9528, 0.1695)
C (1.4531, 6.1332, -0.5933)
C (2.4408, 4.8447, -0.3190)
C (2.0869, 3.5312, -1.2919)
C (1.9738, 2.1310, -0.4427)
C (0.5432, 1.4177, 0.0280)
C (-0.8651, 2.1509, -0.4342)
C (-1.1142, 2.1749, -2.0553)
C (-2.2822, 1.1585, -2.5941)
C (-2.4012, 1.4164, -4.2411)
O (-2.9780, 0.2676, -4.9648)
C (-2.0894, -0.0412, -6.1297)
O (-1.8716, 0.8123, -7.1437)
C (0.5116, 0.0042, 0.9213)
C (-0.9791, -0.6071, 1.3669)
C (1.9075, -0.7906, 1.3874)
C (1.8104, -2.1569, 2.2878)
B (1.2268, -3.4766, 1.4645)
O (1.4879, -3.7800, 0.0428)
O (0.3407, -4.4049, 2.2522)
C (3.3438, -0.0780, 0.9128)
C (3.3675, 1.3268, 0.0053)
C (4.8786, 1.8921, -0.4346)
O (5.1973, 3.1844, -0.5397)
C (6.0073, 0.6843, -0.6896)
C (5.9885, -0.5905, 0.1346)
P (7.2938, -1.9994, -0.1300)
S (6.8197, -3.2554, -1.5378)
C (4.8174, -0.7315, 1.3206)
O (5.1076, -1.2935, 2.4963)
H (0.1293, 5.0784, 0.9721)
H (-0.7865, 5.5778, -0.6285)
H (-0.3629, 6.8946, 0.7536)
H (1.9663, 7.1046, -0.1292)
H (1.3038, 6.3703, -1.7393)
H (2.5244, 4.5412, 0.8244)
H (3.5367, 5.1993, -0.6316)
H (2.9635, 3.4197, -2.0946)
H (1.1275, 3.8276, -1.8926)
H (-1.8217, 1.7318, 0.0969)
H (-0.7635, 3.2830, -0.0695)
H (-1.4625, 3.2797, -2.3419)
H (-0.1120, 1.9608, -2.6234)
H (-2.0002, 0.0032, -2.4923)
H (-3.3381, 1.3149, -2.1145)
H (-2.9011, 2.4430, -4.4976)
H (-1.2702, 1.5010, -4.6107)
H (-1.5325, -1.0918, -6.1808)
H (-0.8540, -1.3289, 2.2795)
H (-1.6847, 0.2843, 1.7311)
H (-1.4985, -1.2157, 0.5122)
H (2.8115, -2.4993, 2.7874)
H (1.0419, -1.9863, 3.1853)
H (2.0563, -4.6125, 0.0612)
H (0.4026, -4.1773, 3.2269)
H (6.7851, 0.8771, -1.5450)
H (8.6491, -1.4680, -0.3163)
H (7.3658, -2.7755, 1.1106)
O (1.1542, 6.8074, 3.2777)
S (0.1130, 7.7597, 3.5943)
O (-1.2742, 7.3874, 3.7471)
O (0.2063, 8.9885, 2.5270)
C (0.4118, 10.2134, 3.2288)
C (1.1508, 9.8312, 4.5084)
O (0.5722, 8.5943, 4.9183)
H (-0.5685, 10.6457, 3.4539)
H (0.9848, 10.9133, 2.6146)
H (1.0443, 10.5852, 5.2920)
H (2.2143, 9.6581, 4.3126)
O (4.9843, 0.2725, -4.3134)
S (6.4055, 0.5356, -4.3612)
O (7.3562, -0.1156, -3.4904)
O (6.6278, 2.1475, -4.2598)
C (7.3310, 2.6041, -5.4141)
C (6.9616, 1.6292, -6.5289)
O (6.9059, 0.3497, -5.9025)
H (8.4033, 2.5662, -5.1967)
H (7.0451, 3.6319, -5.6529)
H (7.6921, 1.6294, -7.3414)
H (5.9681, 1.8509, -6.9330)
O (0.3183, 0.2290, 4.0126)
S (-0.7229, 1.1813, 4.3292)
O (-2.1101, 0.8090, 4.4820)
O (-0.6296, 2.4101, 3.2619)
C (-0.4241, 3.6351, 3.9637)
C (0.3149, 3.2528, 5.2433)
O (-0.2637, 2.0159, 5.6532)
H (-1.4044, 4.0673, 4.1888)
H (0.1489, 4.3349, 3.3494)
H (0.2083, 4.0068, 6.0269)
H (1.3784, 3.0797, 5.0475)
O (-5.3391, -0.4824, 9.6494)
S (-5.2162, 0.7393, 8.8856)
O (-6.1326, 1.8476, 9.0206)
O (-5.1088, 0.3438, 7.3076)
C (-3.8861, 0.8480, 6.7730)
C (-2.9133, 0.8890, 7.9485)
O (-3.6959, 1.3018, 9.0664)
H (-4.0742, 1.8531, 6.3819)
H (-3.5295, 0.2046, 5.9642)
H (-2.0856, 1.5820, 7.7802)
H (-2.5146, -0.1078, 8.1650)
O (-3.5277, -6.8287, -6.8294)
S (-4.5688, -5.8764, -6.5128)
O (-5.9561, -6.2486, -6.3600)
O (-4.4756, -4.6475, -7.5801)
C (-4.2700, -3.4226, -6.8783)
C (-3.5310, -3.8048, -5.5986)
O (-4.1097, -5.0417, -5.1888)
H (-5.2503, -2.9904, -6.6532)
H (-3.6971, -2.7228, -7.4925)
H (-3.6376, -3.0509, -4.8151)
H (-2.4675, -3.9780, -5.7945)
O (-10.0122, -9.8525, -2.7782)
S (-10.4003, -8.6384, -3.4611)
O (-11.6323, -7.9378, -3.1821)
O (-10.3076, -8.9063, -5.0666)
C (-9.3972, -7.9770, -5.6520)
C (-8.3966, -7.6373, -4.5506)
O (-9.1669, -7.5767, -3.3524)
H (-9.9637, -7.0911, -5.9568)
H (-8.9133, -8.4175, -6.5279)
H (-7.8865, -6.6878, -4.7296)
H (-7.6533, -8.4332, -4.4343)
O (3.1223, -6.1272, 0.9673)
S (4.0810, -6.6673, 1.9055)
O (5.4883, -6.7961, 1.6067)
O (3.5266, -8.1097, 2.4253)
C (3.3802, -8.0797, 3.8441)
C (3.0996, -6.6208, 4.1944)
O (3.9244, -5.8605, 3.3144)
H (4.3205, -8.4185, 4.2908)
H (2.5696, -8.7428, 4.1579)
H (3.3328, -6.3905, 5.2367)
H (2.0561, -6.3599, 3.9889)

Atomic forces in eV per Å
-0.066 -1.186 -0.206
0.136 0.563 1.119
1.188 0.520 -0.798
0.484 0.095 0.267
0.256 -3.413 2.012
2.505 -1.574 0.688
0.679 0.720 0.412
-0.490 0.355 -0.134
-0.035 -0.648 -1.446
2.291 1.093 0.886
2.974 -0.266 -2.450
0.312 4.382 -4.289
-1.575 -5.452 6.958
2.354 1.205 -0.979
0.712 0.461 0.308
0.389 3.536 -1.735
-0.673 0.539 0.112
-1.024 -1.344 -0.565
0.511 -0.526 3.801
2.482 2.212 -0.310
-2.384 0.983 -0.633
-2.045 -0.858 0.658
0.476 3.228 0.250
-1.885 -7.803 0.360
-0.859 -2.685 2.370
-0.766 4.495 -1.246
-0.524 -0.487 0.201
-0.047 0.386 0.025
0.821 -1.329 3.301
-1.864 3.140 -7.122
-0.271 1.905 -1.672
1.464 0.968 1.875
0.687 -1.717 -1.447
-0.932 -2.165 -1.002
0.348 -0.730 2.270
-0.499 0.694 -2.428
-2.371 -0.903 0.769
-1.926 0.106 1.903
1.579 -1.040 1.282
2.084 0.555 -0.935
-0.199 -2.501 -0.795
0.778 -2.335 0.543
-1.949 0.325 1.100
-0.441 2.592 0.017
2.128 -0.127 -0.683
0.574 -2.165 0.412
-2.413 0.059 0.841
-1.578 2.076 0.577
-0.120 1.424 -1.816
1.570 -2.008 -0.985
1.090 1.339 1.463
-1.558 1.064 -1.126
1.756 0.024 -1.908
-1.138 1.185 -0.244
-0.207 -0.210 -1.813
-1.514 -0.444 2.070
-1.302 0.136 0.480
-0.038 1.366 -0.618
-1.516 0.863 0.315
-0.030 -0.006 0.006
1.871 0.081 -0.128
0.279 -0.988 0.666
-0.206 0.616 0.464
0.584 0.392 -0.400
-0.755 -0.513 -0.815
0.116 0.001 0.001
-0.078 -0.331 -0.036
-0.150 -0.316 -0.027
-0.086 0.102 0.001
1.985 0.320 0.287
-0.468 -0.440 -0.053
-1.267 0.702 -1.073
-0.428 -0.933 -0.188
0.588 0.082 -0.416
-0.382 0.579 -0.189
0.134 0.095 1.139
-0.081 0.024 -0.077
-0.118 -0.222 0.222
-0.054 -0.237 0.243
0.116 0.060 0.000
-1.731 1.055 0.549
0.681 0.061 -0.321
1.750 0.139 -0.209
0.163 -1.187 0.743
-0.174 0.716 0.468
0.658 0.511 -0.487
-0.895 -0.614 -0.693
0.112 0.037 -0.005
-0.065 -0.290 -0.015
-0.154 -0.304 -0.033
-0.097 0.092 -0.001
-0.136 1.659 -0.930
-0.298 -0.164 0.172
1.117 -1.486 0.115
0.006 -0.017 1.294
0.456 0.330 -0.309
0.255 -0.547 -0.448
-1.080 0.078 -0.188
0.090 -0.084 -0.006
-0.360 0.081 0.383
-0.264 0.017 0.181
0.015 0.076 -0.099
-1.732 1.100 0.312
0.447 -0.352 -0.087
1.658 0.170 -0.095
0.225 -0.890 0.666
-0.218 0.560 0.460
0.529 0.367 -0.366
-0.790 -0.435 -0.797
0.125 0.024 0.007
-0.088 -0.313 -0.059
-0.151 -0.287 -0.014
-0.066 0.076 -0.001
-0.825 1.524 -0.826
-0.091 -0.180 0.327
1.563 -1.013 -0.102
0.149 -0.080 1.089
0.265 0.668 -0.221
0.493 -0.340 -0.504
-1.173 -0.375 -0.123
0.100 -0.048 0.007
-0.183 -0.108 0.249
-0.222 -0.135 0.200
-0.025 0.105 -0.111
1.323 -0.734 0.924
0.502 0.010 -0.249
-2.064 0.407 0.210
-0.003 1.109 -0.436
0.235 0.018 0.678
-0.691 -0.305 0.141
0.441 -0.593 -0.801
-0.103 0.041 0.010
0.101 0.110 -0.305
0.189 0.086 -0.282
0.044 -0.092 0.049

Calculated values
charge: 0
gap between HOMO and LUMO: 0.249 Ha
SMILES string: CCCCc1c(CCCCOC=O)c(C)c(CB(O)O)c2c1C(=O)C=C([PH2]=S)C2=O.O=S1(=O)OCCO1.O=S1(=O)OCCO1.O=S1(=O)OCCO1.O=S1(=O)OCCO1.O=S1(=O)OCCO1.O=S1(=O)OCCO1.O=S1(=O)OCCO1
DFT total energy: -7476.35160 hartree
LUMO level: -1.5 eV

# 2
Density functional theory data (ωB97M-V with the def2-TZVPD basis set) for a molecular structure, C3H7IN2S in a non-equilibrium geometry.

Cartesian coordinates (Å):
C (-0.3374, -1.5871, -0.9690)
C (0.6587, 1.5186, 0.8407)
C (-0.9808, -0.5278, 0.5383)
N (0.7729, -1.2513, -1.2976)
N (-2.1860, -1.1633, 0.8698)
S (-0.8733, 1.1821, -0.0113)
I (-2.6833, -1.2291, 3.0133)
H (-0.9107, -2.4337, -1.2552)
H (0.9651, 2.5701, 0.6632)
H (1.4705, 0.7043, 0.6017)
H (0.6533, 1.2317, 1.9656)
H (-0.1453, -0.6211, 1.3005)
H (1.1172, -1.8427, -2.0638)
H (-3.1142, -0.8640, 0.5178)

Atomic forces in eV per Å
-2.707 1.908 4.559
2.241 -1.881 1.811
1.581 -1.604 -2.542
2.885 0.466 -1.768
-1.458 -0.735 2.027
-0.313 -0.049 0.407
0.425 0.233 -1.312
-0.914 -0.690 -0.275
0.048 -0.885 0.193
-1.229 1.966 -0.679
-0.783 1.288 -1.422
-1.372 -0.538 -0.911
0.240 0.183 0.124
1.354 0.337 -0.212

Calculated values
charge: 0
gap between HOMO and LUMO: 0.273 Ha
DFT total energy: -923.76815 hartree
LUMO level: -0.7 eV
energy relative to the best compared isomer or geometry (same formula, charge and spin): 213.7 kJ/mol